# C5H13NO

An isolated molecule of C5H13NO (ωB97M-V/def2-TZVPD, OMol25).

Each line ends with the natural charge from an NBO analysis.
CARTESIAN COORDINATES (ANGSTROEM)
C1 -1.6663 -1.8321 -1.2680  -0.423
N1 -0.4702 -1.1105 -0.7646  -0.609
C2 -0.6770 0.3930 -0.8833  -0.238
C3 0.5825 1.1066 -0.4485  -0.448
C4 1.1857 0.4484 0.8420  0.113
C5 0.2132 0.5750 2.0392  -0.642
O1 2.3706 1.1713 1.2246  -0.749
H1 -1.5138 -2.9050 -1.2606  0.208
H2 -1.8761 -1.4017 -2.2589  0.161
H3 -2.6028 -1.5792 -0.7681  0.193
H4 0.1598 -1.1997 -1.5546  0.335
H5 -1.5936 0.6585 -0.3628  0.195
H6 -0.8516 0.4958 -1.9648  0.175
H7 1.4469 0.9732 -1.1066  0.207
H8 0.5209 2.1767 -0.2470  0.227
H9 1.4459 -0.6036 0.7471  0.183
H10 -0.7504 0.7870 1.5867  0.203
H11 0.3453 -0.2299 2.7697  0.216
H12 0.5594 1.4200 2.6236  0.222
H13 3.1716 0.6563 1.0548  0.471

As for the SMILES: CNCC[C@H](C)O. The value obtained for the energy above the lowest of the compared OMol25 structures with the same formula, charge and spin is 178.0 kJ/mol. The LUMO energy is 1.0 eV. Its gap between HOMO and LUMO is 10.15 eV. The HOMO energy is -9.19 eV.

# C3H11N3

A cluster of 2 separate species, C3H11N3 in total (ωB97M-V/def2-TZVPD, OMol25).

Each line ends with the natural charge from an NBO analysis.
CARTESIAN COORDINATES (ANGSTROEM)
H1 -4.5737 -1.4711 -1.3611  0.334
N1 -4.4334 -0.6932 -0.7929  -0.700
C1 -3.6389 0.2414 -1.2292  0.261
N2 -3.2985 1.1422 -0.1555  -0.809
H2 -3.1817 0.1810 -2.1519  0.167
H3 -3.8124 0.9468 0.6362  0.381
H4 -3.3168 2.1252 -0.3345  0.366
C2 3.6855 -0.7315 0.6194  -0.633
C3 2.3200 -0.1119 1.0468  -0.219
N3 1.3758 0.4027 0.0070  -0.831
H5 3.8318 -0.8059 -0.4147  0.207
H6 4.3624 -0.0813 0.9122  0.204
H7 3.8347 -1.7866 0.9452  0.206
H8 1.7912 -0.8843 1.5097  0.185
H9 2.3278 0.7406 1.8186  0.188
H10 1.6440 1.1371 -0.5464  0.350
H11 1.0821 -0.3514 -0.5088  0.344

As for the SMILES: [H]/N=C/N.CCN. The value obtained for the energy above the lowest of the compared OMol25 structures with the same formula, charge and spin is 216.6 kJ/mol. The LUMO energy is 1.1 eV. Its gap between HOMO and LUMO is 10.07 eV. The HOMO energy is -9.00 eV.

# C19H19Cl12N3

A structure of composition C19H19Cl12N3 (ωB97M-V/def2-TZVPD, OMol25).

Each line ends with the natural charge from an NBO analysis.
CARTESIAN COORDINATES (ANGSTROEM)
N1 2.6607 -0.8545 4.7623  -0.417
C1 1.9108 -1.6020 3.9363  0.029
C2 1.9869 -1.5737 2.5488  -0.258
C3 2.9009 -0.7262 1.9636  -0.173
C4 3.7516 0.0186 2.8046  -0.258
C5 3.5347 0.0394 4.1893  0.032
H1 1.4027 -2.4326 4.4036  0.190
H2 1.5253 -2.2496 1.8441  0.221
H3 3.0569 -0.7970 0.8972  0.216
H4 4.4969 0.7313 2.4838  0.216
H5 4.0305 0.7601 4.8227  0.199
N2 0.0734 1.6423 1.7775  -0.418
C6 -1.2815 1.6477 1.9984  0.039
C7 -2.1700 1.2647 1.0035  -0.275
C8 -1.6798 0.8267 -0.1817  -0.179
C9 -0.2939 0.6498 -0.4006  -0.287
C10 0.5699 1.1129 0.6004  0.024
H6 -1.6788 1.9459 2.9574  0.201
H7 -3.2112 1.0438 1.1861  0.223
H8 -2.4182 0.4719 -0.8854  0.210
H9 -0.0519 0.2159 -1.3595  0.248
H10 1.6339 0.9600 0.4965  0.202
N3 1.6990 -0.6015 -2.8241  -0.460
C11 2.3182 0.4628 -3.4113  0.024
C12 3.5071 0.2991 -4.1130  -0.235
C13 4.0959 -0.9319 -4.2306  -0.186
C14 3.4423 -2.0283 -3.6416  -0.240
C15 2.2364 -1.8803 -2.8837  0.025
H11 1.8386 1.4200 -3.2692  0.209
H12 4.0033 1.1672 -4.5210  0.219
H13 4.9658 -1.1147 -4.8441  0.225
H14 3.8516 -3.0277 -3.6526  0.214
H15 1.7139 -2.7298 -2.4692  0.209
C16 -0.8198 4.2875 -1.7325  -0.239
Cl1 0.3387 5.0943 -0.5917  0.007
Cl2 -0.1549 4.1196 -3.3726  0.015
Cl3 -2.4839 5.1015 -1.7178  -0.016
H16 -0.9367 3.2693 -1.3613  0.233
C17 -1.5251 -0.9101 -4.2552  -0.305
Cl4 -0.1561 -1.7076 -5.1041  -0.002
Cl5 -3.0317 -1.7491 -4.4696  0.042
Cl6 -1.6039 0.7664 -4.6425  0.039
H17 -1.2485 -0.8906 -3.2010  0.229
C18 -2.3287 -1.4575 5.7189  -0.243
Cl7 -3.6777 -1.3801 6.9136  0.008
Cl8 -2.7197 -0.3716 4.2690  -0.029
Cl9 -1.8728 -3.1205 5.3234  0.035
H18 -1.4603 -1.0012 6.1939  0.232
C19 -6.1973 -0.9413 -0.0550  -0.299
Cl10 -7.7250 -0.1789 0.3329  0.037
Cl11 -5.3024 -0.8971 1.3865  0.044
Cl12 -5.2067 -0.1583 -1.3573  -0.012
H19 -6.3096 -2.0047 -0.2662  0.235

The value obtained for the energy above the lowest of the compared OMol25 structures with the same formula, charge and spin is 172.6 kJ/mol. The LUMO energy is 0.3 eV. Its gap between HOMO and LUMO is 9.73 eV. The HOMO energy is -9.39 eV.

# C2H2FN3

A cluster of 2 separate species, C2H2FN3 in total (ωB97M-V/def2-TZVPD, OMol25).

Each line ends with the natural charge from an NBO analysis.
CARTESIAN COORDINATES (ANGSTROEM)
C1 -1.0643 0.9199 0.0795  0.247
C2 -0.2003 -1.0535 0.0204  0.253
N1 -1.3669 -0.4086 0.1673  -0.504
N2 0.2757 1.0110 0.0301  -0.173
N3 0.7481 -0.1061 -0.1056  -0.180
F1 3.4353 -0.1909 0.1337  -0.066
H1 -1.5645 1.8405 -0.1078  0.217
H2 -0.2632 -2.0124 -0.2177  0.204

The value obtained for the energy above the lowest of the compared OMol25 structures with the same formula, charge and spin is 589.2 kJ/mol. The LUMO energy (alpha / beta) is -3.2 / -3.5 eV. Its gap between HOMO and LUMO (alpha / beta) is 7.41 / 6.92 eV. The HOMO energy (alpha / beta) is -10.65 / -10.41 eV.

# C11H74NO25

A cluster of 26 separate species, C11H74NO25 in total (ωB97M-V/def2-TZVPD, OMol25).

Each line ends with the Löwdin charge.
CARTESIAN COORDINATES (ANGSTROEM)
C1 38.1010 48.6120 40.2830  -0.027
C2 38.4350 47.9520 38.7840  -0.195
C3 39.2380 48.7990 37.8630  -0.190
C4 39.5210 48.0140 36.5530  -0.111
N1 40.1630 48.7400 35.4550  -0.188
C5 41.3590 49.5440 35.7080  -0.099
C6 40.8450 50.9400 36.2930  -0.065
C7 39.5970 51.1180 35.4380  -0.169
C8 39.1750 49.7470 34.8820  -0.086
C9 40.5940 47.8330 34.3190  -0.097
C10 39.4020 47.0900 33.6670  -0.192
C11 39.8920 46.1370 32.6020  -0.087
H1 37.8480 47.7300 40.9120  0.050
H2 37.2990 49.3540 40.3740  0.076
H3 39.0820 48.8700 40.5490  0.041
H4 37.5560 47.6670 38.3840  0.066
H5 38.9560 47.0460 38.8340  0.081
H6 40.2710 48.9990 38.3540  0.144
H7 38.8430 49.7180 37.7390  0.072
H8 38.5340 47.5360 36.3730  0.133
H9 40.1500 47.0310 36.8210  0.174
H10 41.9080 49.6330 34.8260  0.070
H11 42.1520 49.0500 36.2520  0.112
H12 41.5300 51.7470 36.1470  0.071
H13 40.7730 50.8330 37.4110  0.104
H14 39.6280 51.7310 34.5630  0.064
H15 38.5870 51.4230 35.8850  0.118
H16 39.1630 49.9750 33.7670  0.135
H17 38.0650 49.6150 34.9840  0.148
H18 41.1190 47.0490 34.8490  0.114
H19 41.3030 48.3030 33.5560  0.154
H20 38.5650 47.6420 33.3950  0.076
H21 38.6500 46.3680 34.3850  0.179
H22 40.4390 45.3550 33.1170  0.080
H23 40.2510 46.7290 31.9800  -0.043
H24 39.0630 45.5560 32.1490  0.097
O1 36.0250 51.6170 35.1520  0.006
H25 35.7550 51.3530 35.9830  -0.001
H26 35.8070 50.8730 34.6220  0.033
O2 38.3670 50.9160 31.6580  -0.165
H27 39.2460 51.5490 31.6770  0.020
H28 38.7460 50.1920 31.1310  -0.019
O3 38.6940 46.0790 42.4890  0.042
H29 38.0300 45.5720 42.7400  -0.018
H30 39.2490 45.9460 43.2080  0.034
O4 40.4740 53.1870 33.7420  -0.060
H31 40.4200 54.1090 33.5040  0.100
H32 41.1930 53.2670 34.4050  0.052
O5 36.7200 43.7000 34.9140  -0.077
H33 37.3710 43.3680 34.3170  -0.047
H34 37.2340 44.1650 35.5990  -0.032
O6 43.7410 47.4660 34.6740  -0.038
H35 43.8810 48.4630 34.7100  0.084
H36 43.6630 47.2630 35.5830  -0.018
O7 41.0170 43.1500 31.6740  -0.043
H37 41.3610 42.2330 31.8230  0.116
H38 40.8760 43.1350 30.7360  0.067
O8 42.2440 47.1970 29.8050  0.004
H39 42.4660 47.4580 28.9580  0.033
H40 42.1500 46.3030 29.5140  0.066
O9 38.5890 51.2420 42.2480  -0.134
H41 39.1920 51.3230 41.3830  0.038
H42 38.4650 50.2990 42.3380  -0.065
O10 42.6300 50.6240 32.4410  -0.153
H43 42.9950 50.3150 31.4110  0.206
H44 43.3790 50.6530 33.1120  0.069
O11 39.6910 48.3850 29.9740  -0.075
H45 40.5530 48.1930 29.6850  -0.050
H46 39.3830 47.4570 30.3910  0.089
O12 37.1960 46.1430 30.1610  -0.080
H47 37.1860 45.1930 29.7660  0.099
H48 37.0760 46.7870 29.4830  0.015
O13 42.9690 44.0690 33.2210  -0.211
H49 43.1320 44.9840 32.6160  0.062
H50 42.2210 43.9130 32.5160  -0.016
O14 38.2910 44.5330 36.9170  -0.059
H51 38.9810 43.8670 36.7530  0.075
H52 38.0910 44.4030 37.8680  0.081
O15 38.4850 42.7290 32.9770  0.090
H53 38.2680 42.0300 32.4620  0.020
H54 39.3080 42.8680 32.8620  -0.094
O16 37.8550 53.4240 35.8670  -0.001
H55 38.2390 54.1390 36.0640  -0.075
H56 38.5800 53.1690 35.1940  0.092
O17 44.3890 49.5120 37.8100  -0.107
H57 44.9280 50.3730 37.5820  0.104
H58 43.8590 49.5790 38.6190  0.037
O18 39.9720 51.9630 40.0220  -0.030
H59 39.4340 52.3250 39.3880  -0.064
H60 40.8220 52.4150 39.8430  0.084
O19 43.8200 46.4370 32.0320  -0.072
H61 42.9460 46.8700 31.6880  0.070
H62 43.7980 46.6020 32.9520  -0.033
O20 38.5270 48.8530 43.6230  -0.094
H63 37.5590 48.8470 43.6230  0.051
H64 38.7180 48.0480 42.9950  0.053
O21 40.5470 52.3270 31.7080  -0.161
H65 40.3210 53.1210 32.3960  0.046
H66 41.3600 51.8300 32.0680  0.034
O22 42.9650 45.9550 37.0110  0.064
H67 42.4280 46.0100 37.7090  -0.019
H68 43.8230 46.0170 37.2700  0.011
O23 38.4080 53.4370 38.4930  -0.111
H69 37.6030 53.1230 38.9550  0.007
H70 38.0580 53.6460 37.5240  0.068
O24 42.7560 53.7010 35.1230  -0.065
H71 43.5080 54.1760 34.5660  0.154
H72 43.1350 53.1830 35.8090  0.020
O25 36.0630 52.3560 39.6580  -0.092
H73 35.2770 52.9410 39.3880  0.100
H74 35.7190 51.8880 40.4570  0.070

The charge is +1. The value obtained for the energy above the lowest of the compared OMol25 structures with the same formula, charge and spin is 429.2 kJ/mol. The LUMO energy is -3.0 eV. Its gap between HOMO and LUMO is 8.36 eV. The HOMO energy is -11.37 eV.

# C26H25BF2LuN7O

A structure of composition C26H25BF2LuN7O (ωB97M-V/def2-TZVPD, OMol25).

Each line ends with the natural charge from an NBO analysis.
CARTESIAN COORDINATES (ANGSTROEM)
Lu1 0.8770 -0.5786 -1.1085  1.849
C1 -0.8499 2.1553 -0.1880  -0.263
N1 0.3985 1.4498 -0.0488  -0.564
C2 1.4188 2.0150 0.4704  0.151
C3 2.6727 1.2793 0.5513  0.054
C4 3.9536 1.6787 0.8691  -0.295
C5 4.7786 0.5248 0.8401  -0.361
C6 3.9335 -0.5258 0.4557  -0.045
N2 2.6715 -0.0724 0.2584  -0.690
C7 -1.0757 3.3015 0.8230  -0.036
C8 -1.1050 3.0027 2.1775  -0.216
C9 -0.9136 3.9886 3.1106  -0.206
C10 -0.6626 5.2857 2.6959  -0.218
C11 -0.7823 5.6625 1.3781  -0.213
C12 -0.9799 4.6540 0.4285  -0.207
H1 -1.6105 1.3894 -0.0187  0.233
H2 -0.9085 2.5879 -1.2073  0.237
H3 1.3588 2.9597 1.0174  0.196
H4 4.2168 2.6569 1.1202  0.212
H5 5.8408 0.3979 1.1027  0.223
H6 4.1906 -1.5960 0.4998  0.206
H7 -1.1145 1.9551 2.4120  0.215
H8 -0.9422 3.7894 4.1816  0.215
H9 -0.4768 5.9508 3.5241  0.212
H10 -0.7200 6.7484 1.1301  0.221
H11 -1.0575 4.9951 -0.5761  0.214
F1 -0.5304 1.8621 -3.3734  -0.557
B1 -0.2040 0.5479 -3.2456  0.501
F2 -0.3439 -0.1094 -4.4172  -0.547
C13 1.2335 -6.3550 -0.0846  -0.401
N3 1.5578 -5.0120 -0.6598  -0.324
C14 2.6001 -4.8283 -1.5160  -0.098
C15 2.5857 -3.5194 -1.8690  -0.066
N4 1.4555 -2.8845 -1.2649  -0.593
C16 0.9226 -3.8517 -0.5284  0.233
H12 0.8541 -6.1442 0.9201  0.220
H13 2.2469 -6.6977 -0.0106  0.218
H14 0.4985 -6.9826 -0.6312  0.225
H15 3.2365 -5.6278 -1.8296  0.224
H16 3.1916 -2.9093 -2.5276  0.252
H17 -0.0011 -3.7920 -0.0062  0.232
N5 2.3614 1.2929 -4.0609  -0.803
C17 3.0222 0.5574 -3.1513  0.803
N6 4.0594 1.2435 -2.5603  -0.829
O1 2.6526 -0.6237 -2.8046  -0.741
H18 2.6061 2.2937 -4.1808  0.397
H19 1.5355 0.9778 -4.5545  0.434
H20 4.0809 2.2572 -2.7477  0.389
H21 4.4962 0.8892 -1.6739  0.446
N7 -8.4773 -1.2336 2.9463  -0.319
C18 -7.3782 -1.2485 2.5495  0.281
C19 -6.1132 -1.2358 1.8797  -0.195
C20 -5.1669 -0.3529 2.3832  -0.163
C21 -3.8640 -0.3798 1.9611  -0.207
C22 -3.4972 -1.3846 1.0403  0.017
C23 -4.4584 -2.3243 0.6215  -0.203
C24 -5.7839 -2.2370 0.9544  -0.157
C25 -2.1562 -1.3692 0.4344  -0.167
C26 -1.0299 -1.2154 0.0121  -0.532
H22 -5.4455 0.4066 3.1912  0.232
H23 -3.1405 0.3300 2.3908  0.227
H24 -4.2031 -3.1080 -0.0205  0.215
H25 -6.5157 -2.8871 0.5344  0.230

The LUMO energy is 0.2 eV. Its gap between HOMO and LUMO is 7.78 eV. The HOMO energy is -7.54 eV.

# CH4NO3

A structure of composition CH4NO3 (ωB97M-V/def2-TZVPD, OMol25).

Each line ends with the natural charge from an NBO analysis.
CARTESIAN COORDINATES (ANGSTROEM)
C1 0.0742 -0.2541 -0.3585  0.819
N1 0.5553 0.6474 0.6985  -0.781
O1 0.5021 -1.4558 -0.7095  -0.154
O2 0.6889 -0.2597 -1.5173  -0.175
O3 -1.7042 -0.1942 -0.1817  -0.745
H1 1.3193 1.3098 0.1911  0.519
H2 0.9554 0.1365 1.5760  0.497
H3 -0.3247 0.9815 1.1095  0.503
H4 -2.0663 -0.9115 -0.8082  0.517

The charge is +1. The value obtained for the energy above the lowest of the compared OMol25 structures with the same formula, charge and spin is 301.9 kJ/mol. The LUMO energy is -4.9 eV. Its gap between HOMO and LUMO is 11.65 eV. The HOMO energy is -16.56 eV.

# C2H6O4Si

An isolated molecule of C2H6O4Si (ωB97M-V/def2-TZVPD, OMol25).

Each line ends with the Löwdin charge.
CARTESIAN COORDINATES (ANGSTROEM)
C1 0.9830 0.7064 -0.2539  -0.446
C2 1.7537 -0.0425 0.8004  -0.028
O1 1.1820 1.6156 -0.9381  0.219
O2 -2.2576 0.9966 1.2853  -0.145
O3 -2.7022 -0.8887 -0.7501  -0.068
O4 -0.4588 -0.1729 -0.3773  -0.139
Si1 -1.9450 0.4374 -0.2859  0.246
H1 1.3059 -1.0301 0.6439  0.083
H2 1.6245 0.3314 1.8508  0.090
H3 2.8252 -0.0635 0.6676  0.070
H4 -2.7696 1.7959 1.4021  0.038
H5 -2.2233 -1.6207 -1.0761  0.049
H6 -1.9057 1.6790 -1.0943  0.031

As for the expectation value of S²: 2.016. The value obtained for the energy above the lowest of the compared OMol25 structures with the same formula, charge and spin is 0.0 kJ/mol. The LUMO energy (alpha / beta) is 0.6 / -3.8 eV. Its spin multiplicity is 3. Its gap between HOMO and LUMO (alpha / beta) is 6.20 / 7.49 eV. The HOMO energy (alpha / beta) is -5.57 / -11.34 eV.